[1]
This record from the Open Molecules 2025 dataset describes a molecular structure, C37H44F7O5Zn. The level of theory is ωB97M-V with the def2-TZVPD basis set.

CARTESIAN COORDINATES (ANGSTROEM)
Zn -2.191 -1.191 -2.112
C 0.466 -0.768 -2.271
O -0.300 -0.765 -1.034
O -0.484 -1.062 -3.226
C 1.420 0.521 -2.392
F 2.090 0.533 -3.544
F 0.875 1.728 -2.147
F 2.389 0.407 -1.470
C 0.421 -0.715 0.189
C -0.458 -1.062 1.435
H -0.986 -1.982 1.177
H 0.199 -1.252 2.282
H -1.217 -0.318 1.675
H 1.007 0.168 0.435
H 1.034 -1.617 0.243
H 1.078 -1.648 -2.057
F 2.433 0.398 4.962
C 2.321 1.067 3.767
C 3.408 1.076 2.896
C 3.230 1.822 1.743
C 1.999 2.362 1.407
C 0.913 2.255 2.259
C 1.052 1.584 3.448
H 4.327 0.601 3.208
H 4.073 1.984 1.088
H 1.835 2.885 0.475
H -0.033 2.756 2.099
H 0.227 1.413 4.125
F 4.767 2.522 -1.177
C 5.478 1.361 -1.367
C 6.203 0.784 -0.284
C 6.911 -0.402 -0.490
C 7.088 -0.857 -1.815
C 6.383 -0.321 -2.873
C 5.568 0.798 -2.693
H 6.232 1.293 0.669
H 7.412 -0.835 0.363
H 7.845 -1.628 -1.859
H 6.481 -0.754 -3.859
H 5.018 1.227 -3.518
F -4.092 2.574 -7.266
C -2.939 2.854 -6.611
C -2.221 1.815 -6.066
C -1.176 2.145 -5.273
C -0.769 3.460 -5.040
C -1.469 4.490 -5.676
C -2.529 4.187 -6.525
H -2.540 0.802 -6.267
H -0.673 1.333 -4.765
H -0.101 3.797 -4.260
H -1.264 5.494 -5.331
H -3.164 4.953 -6.945
F 0.027 -8.432 1.338
C 0.550 -7.205 1.606
C 1.970 -7.039 1.586
C 2.495 -5.789 1.792
C 1.630 -4.682 1.981
C 0.272 -4.843 1.939
C -0.249 -6.106 1.820
H 2.603 -7.879 1.338
H 3.550 -5.604 1.648
H 2.047 -3.686 2.049
H -0.450 -4.039 1.927
H -1.319 -6.258 1.874
C -3.011 1.327 3.503
C -3.325 2.840 3.259
O -2.496 3.665 3.598
C -4.568 3.246 2.523
H -2.652 1.221 4.526
H -2.411 0.890 2.707
H -3.961 0.792 3.459
H -4.494 4.080 1.828
H -5.299 3.521 3.286
H -4.981 2.358 2.042
C -3.312 3.141 -2.430
C -2.531 2.078 -1.723
O -2.484 0.923 -2.141
C -1.686 2.565 -0.533
H -2.564 3.819 -2.846
H -3.974 3.708 -1.774
H -3.877 2.858 -3.318
H -2.435 2.912 0.178
H -1.064 3.304 -1.039
H -1.043 1.807 -0.089
C -3.191 -1.968 3.870
C -3.682 -3.368 3.929
O -4.106 -3.825 4.994
C -3.599 -4.256 2.666
H -2.357 -1.902 3.173
H -2.911 -1.712 4.892
H -4.077 -1.359 3.689
H -3.322 -5.263 2.976
H -2.753 -3.964 2.042
H -4.541 -4.152 2.127

Results
Frontier orbital gap ... 4.2 eV
LUMO ... -6.78 eV
Total charge ... +1

Löwdin atomic charge list, values in e, 6 entries: Zn 1.213; C -0.339; O -0.196; O -0.193; C -0.520; F 0.172


[2]
This record from the Open Molecules 2025 dataset describes a molecular structure, C37H44N4P2Pd. The level of theory is ωB97M-V with the def2-TZVPD basis set.

CARTESIAN COORDINATES (ANGSTROEM)
Pd 11.840 9.511 11.148
C 11.260 6.507 7.883
N 11.463 7.381 9.054
P 12.847 8.299 9.411
C 13.320 9.012 7.791
C 12.645 10.108 7.269
C 13.177 10.660 6.040
C 14.322 10.110 5.436
C 14.902 8.956 6.000
C 14.476 8.477 7.208
C 14.262 7.289 9.968
C 15.321 8.027 10.536
C 16.485 7.357 10.981
C 16.584 5.993 10.662
C 15.629 5.355 9.931
C 14.403 5.969 9.617
P 10.497 7.714 10.400
C 10.484 6.413 11.602
C 10.628 6.826 12.937
C 10.409 5.934 13.976
C 10.124 4.605 13.685
C 10.141 4.172 12.393
C 10.214 5.101 11.335
C 8.786 7.904 9.746
C 7.682 7.381 10.415
C 6.407 7.587 9.911
C 6.183 8.224 8.679
C 7.317 8.596 7.942
C 8.580 8.435 8.451
H 10.248 6.160 7.986
H 11.991 5.691 7.985
H 11.404 7.049 6.948
H 11.672 10.442 7.673
H 12.643 11.452 5.504
H 14.639 10.511 4.507
H 15.820 8.519 5.466
H 14.927 7.680 7.735
H 15.270 9.113 10.747
H 17.275 7.859 11.525
H 17.442 5.434 10.998
H 15.741 4.350 9.696
H 13.582 5.452 9.216
H 10.789 7.871 13.213
H 10.326 6.281 14.980
H 9.937 3.920 14.514
H 9.941 3.148 12.156
H 10.089 4.607 10.367
H 7.758 6.982 11.432
H 5.538 7.335 10.559
H 5.201 8.347 8.246
H 7.148 8.950 6.923
H 9.478 8.707 7.838
N 12.607 9.043 13.864
N 13.029 8.411 12.692
H 12.847 10.093 13.796
H 13.145 8.712 14.692
H 12.644 7.399 12.681
H 14.012 8.378 12.448
C 9.790 11.978 13.423
C 9.840 12.703 12.090
C 9.388 11.871 10.853
C 11.187 13.334 11.771
C 11.320 14.680 11.610
C 12.595 15.362 11.531
C 13.827 14.724 11.692
C 13.824 13.355 11.773
C 15.071 12.588 11.759
C 15.483 12.409 10.258
C 15.092 11.297 12.516
C 12.499 12.621 11.730
N 12.532 11.371 12.037
H 8.827 11.511 13.600
H 10.285 12.437 14.303
H 10.518 11.145 13.417
H 9.234 13.627 12.215
H 8.380 11.560 11.031
H 9.984 10.973 10.858
H 9.516 12.433 9.911
H 10.398 15.231 11.655
H 12.571 16.454 11.439
H 14.714 15.312 11.664
H 15.885 13.302 12.130
H 14.895 11.580 9.872
H 16.545 12.082 10.171
H 15.446 13.302 9.635
H 14.537 10.530 12.027
H 14.728 11.360 13.561
H 16.101 10.848 12.549

Results
Multiplicity ... 5
Frontier orbital gap (spin up / spin down) ... 7.9 / 7.1 eV
LUMO (spin up / spin down) ... -4.84 / -7.19 eV
Relative energy (zero: lowest compared OMol25 entry of this formula, charge and spin) ... 179.39 kJ/mol
Total charge ... +2

Löwdin atomic charge list, values in e, 6 entries: Pd 0.639; C -0.073; N -0.472; P 0.920; C -0.353; C -0.076


[3]
This record from the Open Molecules 2025 dataset describes a molecular structure, C37H45F5N3OP3S3Sn. The level of theory is ωB97M-V with the def2-TZVPD basis set.

CARTESIAN COORDINATES (ANGSTROEM)
Sn 0.989 -0.791 0.782
C 1.581 3.510 1.515
P 0.663 1.934 1.622
C 0.803 1.589 3.416
C -1.091 2.385 1.394
C -1.969 2.340 2.481
C -3.291 2.734 2.339
C -3.751 3.188 1.115
C -2.898 3.210 0.022
C -1.575 2.791 0.127
P -0.491 2.727 -1.358
C -0.730 4.418 -2.046
C -1.513 1.755 -2.540
H 1.149 4.210 2.229
H 1.529 3.931 0.513
H 2.622 3.324 1.778
H 0.463 2.439 4.009
H 1.850 1.399 3.651
H 0.224 0.704 3.690
H -1.627 2.005 3.451
H -3.959 2.699 3.192
H -4.777 3.520 1.011
H -3.282 3.544 -0.937
H -1.780 4.625 -2.257
H -0.166 4.510 -2.975
H -0.359 5.163 -1.341
H -2.578 1.961 -2.422
H -1.351 0.686 -2.398
H -1.218 2.022 -3.557
N 0.753 -4.972 0.281
C 0.496 -3.691 0.514
O 0.931 -2.803 -0.253
C -0.371 -3.326 1.692
C 0.029 -2.015 2.344
H 1.318 -5.227 -0.513
H 0.416 -5.699 0.888
H -0.357 -4.144 2.416
H -1.388 -3.251 1.297
H 0.775 -2.146 3.123
H -0.831 -1.472 2.722
S -1.755 -2.243 -2.195
P -3.239 -1.812 -0.921
S -2.305 -0.546 0.307
C -4.635 -1.058 -1.760
C -5.402 -1.851 -2.615
C -6.452 -1.282 -3.315
C -6.741 0.069 -3.159
C -5.982 0.856 -2.303
C -4.922 0.295 -1.601
C -3.855 -3.268 -0.066
C -4.618 -3.089 1.086
C -5.117 -4.196 1.755
C -4.858 -5.475 1.275
C -4.100 -5.654 0.126
C -3.593 -4.549 -0.549
H -5.182 -2.907 -2.727
H -7.050 -1.890 -3.983
H -7.569 0.507 -3.702
H -6.215 1.908 -2.183
H -4.327 0.892 -0.919
H -4.820 -2.090 1.459
H -5.711 -4.063 2.649
H -5.251 -6.336 1.801
H -3.907 -6.652 -0.247
H -2.995 -4.678 -1.444
C 3.745 0.679 -3.846
C 2.746 0.348 -2.709
N 3.355 0.608 -1.401
C 4.630 -0.111 -1.296
C 5.658 0.475 -2.296
N 4.905 1.407 -3.214
C 4.405 2.597 -2.434
C 3.581 2.047 -1.242
H 3.317 1.326 -4.607
H 4.143 -0.210 -4.328
H 2.447 -0.696 -2.767
H 1.848 0.960 -2.793
H 4.452 -1.166 -1.491
H 5.006 -0.031 -0.279
H 6.134 -0.288 -2.907
H 6.433 1.062 -1.806
H 5.532 1.728 -3.947
H 3.809 3.202 -3.114
H 5.269 3.177 -2.118
H 2.616 2.549 -1.190
H 4.105 2.213 -0.301
F 6.198 1.166 5.422
C 5.502 0.505 4.515
C 5.356 -0.868 4.608
F 5.899 -1.516 5.625
C 4.642 -1.554 3.645
F 4.525 -2.872 3.773
C 4.052 -0.903 2.564
S 3.234 -1.833 1.312
C 4.208 0.472 2.518
F 3.653 1.171 1.502
C 4.917 1.178 3.464
F 5.039 2.501 3.357

Results
Frontier orbital gap (spin up / spin down) ... 5.0 / 6.3 eV
LUMO (spin up / spin down) ... -6.95 / -6.37 eV
Relative energy (zero: lowest compared OMol25 entry of this formula, charge and spin) ... 146.41 kJ/mol
Total charge ... +2

Löwdin atomic charge list, values in e, 6 entries: Sn 0.957; C -0.227; P 0.811; C -0.246; C -0.426; C -0.097